1.
DFT (ωB97M-V with the def2-TZVPD basis set) results for a molecular structure, C28H33AlBrCl3F13NO7S at a distorted geometry.

LUMO ... -2.3 eV
2S+1 ... 1
Orbital gap ... 7.561 eV

Element x y z (Å)
Br1 -2.584 -2.134 -0.997
Cl1 -1.551 -0.166 -4.105
Cl2 -4.110 0.000 -2.244
Cl3 2.379 -4.631 -0.130
S1 0.033 -0.596 3.101
Al1 4.856 -7.451 1.589
F1 5.398 -6.971 3.109
F2 2.408 -1.817 3.033
F3 3.234 -7.910 1.674
F4 -2.853 0.142 2.866
F5 5.791 -8.716 0.997
F6 -8.073 2.328 0.096
F7 -6.249 3.274 0.765
F8 -2.624 -1.762 1.862
F9 0.671 0.717 1.021
F10 1.974 -0.523 4.701
F11 -6.453 2.669 -1.298
F12 2.555 0.339 2.807
F13 4.955 -6.122 0.527
O1 -0.019 3.346 0.764
O2 0.672 -3.958 1.704
O3 -0.402 0.565 3.809
O4 2.021 -0.018 -1.216
O5 -0.446 -1.878 3.491
O6 4.763 0.003 -0.656
O7 0.348 5.503 0.289
N1 -0.279 -0.802 -0.982
C1 -2.543 0.634 -1.700
C2 6.533 0.752 0.756
C3 -1.680 0.135 0.802
C4 1.527 3.922 -1.045
C5 -1.149 2.737 0.143
C6 1.456 -2.156 0.307
C7 -1.706 1.693 1.112
C8 -1.860 1.176 -2.964
C9 -2.879 -0.442 1.645
C10 1.903 -0.652 3.387
C11 -6.926 -0.178 0.179
C12 3.001 -0.496 -2.159
C13 0.124 -1.419 0.325
C14 -6.168 0.968 0.315
C15 5.839 -0.452 0.156
C16 -4.872 0.905 0.763
C17 -6.356 -1.389 0.520
C18 4.214 -1.025 -1.432
C19 -2.740 2.226 -3.665
C20 -0.235 -0.294 1.301
C21 -1.720 -0.325 -0.709
C22 0.570 4.356 0.027
C23 -5.064 -1.454 0.984
C24 1.358 -3.584 0.807
C25 -4.292 -0.310 1.095
C26 0.747 0.107 -1.696
C27 -6.742 2.309 -0.032
C28 2.871 3.434 -0.456
H1 -4.341 1.837 0.842
H2 -6.931 -2.299 0.422
H3 1.683 4.779 -1.695
H4 4.913 -1.428 -2.173
H5 -0.581 -2.197 0.636
H6 -3.347 1.781 -4.444
H7 2.595 -1.305 -2.777
H8 0.419 1.128 -1.575
H9 1.780 -2.237 -0.724
H10 2.818 3.254 0.615
H11 3.211 2.528 -0.949
H12 3.907 -1.855 -0.789
H13 -2.087 2.972 -4.117
H14 -4.675 -2.426 1.244
H15 3.286 0.327 -2.818
H16 0.684 -0.141 -2.752
H17 5.831 1.311 1.374
H18 -3.355 2.753 -2.937
H19 -0.873 2.368 -0.840
H20 -1.894 3.525 -0.014
H21 5.459 -1.098 0.954
H22 -0.931 1.682 -2.756
H23 -2.694 2.003 1.414
H24 -0.359 -1.622 -1.590
H25 -7.945 -0.100 -0.170
H26 1.108 3.137 -1.678
H27 7.368 0.423 1.370
H28 6.544 -1.034 -0.444
H29 -1.118 1.830 2.017
H30 -2.867 1.488 -1.110
H31 3.633 4.191 -0.625
H32 2.240 -1.581 0.790
H33 6.895 1.398 -0.041

The computed Löwdin charges, all in e, follow:
1. Br 0.977
2. Cl 0.693
3. Cl 0.718
4. Cl 0.835
5. S 0.836
6. Al -0.200
7. F -0.193
8. F 0.178
9. F -0.200
10. F 0.128
11. F -0.190
12. F 0.155
13. F 0.145
14. F 0.049
15. F 0.056
16. F 0.178
17. F 0.138
18. F 0.169
19. F -0.240
20. O -0.021
21. O 0.098
22. O -0.229
23. O -0.114
24. O -0.211
25. O -0.141
26. O 0.168
27. N 0.001
28. C -0.651
29. C -0.063
30. C -0.155
31. C -0.125
32. C -0.149
33. C -0.122
34. C -0.046
35. C -0.749
36. C -0.442
37. C -0.663
38. C 0.011
39. C -0.129
40. C -0.195
41. C -0.131
42. C -0.263
43. C 0.007
44. C -0.031
45. C -0.203
46. C -0.120
47. C -0.319
48. C -0.425
49. C -0.469
50. C -0.051
51. C -0.794
52. C -0.139
53. C -0.146
54. C -0.581
55. C -0.044
56. H 0.116
57. H 0.121
58. H 0.122
59. H 0.145
60. H 0.113
61. H 0.067
62. H 0.139
63. H 0.092
64. H 0.079
65. H 0.086
66. H 0.058
67. H 0.111
68. H 0.088
69. H 0.120
70. H 0.140
71. H 0.105
72. H 0.073
73. H 0.083
74. H 0.079
75. H 0.148
76. H 0.126
77. H 0.065
78. H 0.103
79. H 0.115
80. H 0.131
81. H 0.090
82. H 0.082
83. H 0.126
84. H 0.119
85. H 0.078
86. H 0.081
87. H 0.124
88. H 0.078

***

2.
DFT (ωB97M-V with the def2-TZVPD basis set) results for a molecular structure, C23H25N2OReS at a distorted geometry.

Charge ... +1
LUMO (spin up / spin down) ... -2.5 / -6.7 eV
2S+1 ... 4
Orbital gap (spin up / spin down) ... 7.109 / 4.775 eV

Element x y z (Å)
Re1 -1.870 -0.965 0.537
S1 -2.473 -2.581 -1.130
O1 0.244 -0.848 -1.493
N1 2.402 -0.301 -1.584
N2 -5.201 -3.092 -0.434
C1 -3.501 0.453 0.235
C2 -3.193 0.250 -1.169
C3 -1.999 0.975 -1.469
C4 2.417 2.514 -1.042
C5 2.124 0.631 -2.681
C6 2.040 -0.399 1.901
C7 1.716 -2.054 0.007
C8 0.837 2.796 -2.855
C9 -0.148 -1.643 1.709
C10 -2.357 -2.376 2.035
C11 2.087 3.788 -0.559
C12 1.133 4.563 -1.228
C13 1.926 -2.867 2.352
C14 -2.237 -1.059 2.597
C15 -1.518 1.586 -0.290
C16 1.370 -1.715 1.490
C17 -4.077 -2.856 -0.701
C18 1.775 2.006 -2.176
C19 -0.874 -0.618 2.411
C20 0.504 4.063 -2.374
C21 -2.401 1.246 0.791
C22 1.397 -1.021 -1.052
C23 -1.072 -2.736 1.486
H1 -3.825 -0.247 -1.897
H2 1.697 -2.706 3.410
H3 3.178 1.906 -0.545
H4 -1.572 1.081 -2.460
H5 -3.008 -0.516 3.120
H6 0.376 2.393 -3.761
H7 -3.236 -3.005 2.061
H8 1.783 -0.163 2.940
H9 -0.664 2.250 -0.210
H10 3.365 -0.511 -1.359
H11 3.014 0.674 -3.321
H12 -2.366 1.676 1.785
H13 1.493 -3.826 2.049
H14 3.134 -0.489 1.842
H15 1.282 0.232 -3.260
H16 -0.236 4.666 -2.907
H17 -4.435 0.228 0.734
H18 2.594 4.169 0.329
H19 1.719 0.437 1.266
H20 2.796 -2.259 -0.049
H21 0.880 5.557 -0.857
H22 -0.437 0.310 2.772
H23 3.016 -2.943 2.255
H24 -0.792 -3.674 1.025
H25 1.192 -2.980 -0.274

The computed Löwdin charges, all in e, follow:
1. Re 1.198
2. S 0.846
3. O -0.026
4. N 0.086
5. N 0.141
6. C -0.242
7. C -0.201
8. C -0.094
9. C -0.049
10. C -0.111
11. C -0.030
12. C -0.044
13. C -0.055
14. C -0.278
15. C -0.202
16. C -0.076
17. C -0.086
18. C -0.022
19. C -0.181
20. C -0.069
21. C -0.475
22. C -0.677
23. C -0.224
24. C -0.133
25. C -0.078
26. C -0.182
27. C -0.440
28. C -0.190
29. H 0.104
30. H 0.103
31. H 0.108
32. H 0.112
33. H 0.136
34. H 0.119
35. H 0.122
36. H 0.093
37. H 0.107
38. H 0.153
39. H 0.141
40. H 0.123
41. H 0.091
42. H 0.102
43. H 0.125
44. H 0.112
45. H 0.123
46. H 0.108
47. H 0.083
48. H 0.132
49. H 0.108
50. H 0.132
51. H 0.098
52. H 0.123
53. H 0.135

***

3.
DFT (ωB97M-V with the def2-TZVPD basis set) results for 2 unconnected molecules or ions with the total composition C50H50N3O2 at a distorted geometry.

Charge ... +1
LUMO ... -4.8 eV
2S+1 ... 1
Orbital gap ... 3.410 eV

Element x y z (Å)
O1 0.978 1.929 -0.625
O2 4.958 -2.234 -5.174
N1 -1.479 2.586 2.612
N2 0.089 1.009 2.622
N3 -1.089 2.282 1.317
C1 -1.065 1.805 7.632
C2 -1.327 -2.678 1.575
C3 -0.765 -1.228 4.373
C4 -2.197 1.976 6.823
C5 -1.402 -1.076 -4.380
C6 0.209 1.714 7.053
C7 1.069 0.122 3.151
C8 2.948 1.560 2.154
C9 3.353 -0.597 3.319
C10 -2.517 3.352 -1.936
C11 -2.137 2.499 -0.903
C12 0.585 0.970 0.080
C13 1.434 -2.318 -4.144
C14 0.828 -3.756 1.343
C15 -0.789 1.878 4.844
C16 -0.957 5.139 1.650
C17 -2.871 5.620 -2.944
C18 1.627 -1.833 4.433
C19 -3.848 -1.056 -4.442
C20 1.094 -0.944 -4.272
C21 -0.847 -1.560 0.907
C22 0.655 -0.941 3.970
C23 2.111 -0.528 -1.242
C24 2.421 0.348 2.867
C25 -2.059 2.053 5.441
C26 -3.865 -2.383 -4.909
C27 0.356 1.786 5.670
C28 2.685 -2.788 -4.481
C29 -2.652 -0.412 -4.191
C30 -0.751 1.830 3.388
C31 -2.650 -2.988 -5.268
C32 0.961 -0.398 -0.325
C33 0.464 -1.535 0.387
C34 -2.438 4.741 -1.814
C35 -1.586 3.087 0.256
C36 -1.955 5.285 -0.621
C37 1.301 -2.670 0.613
C38 -0.200 -0.454 -3.941
C39 2.972 -1.673 4.117
C40 3.997 -2.635 4.630
C41 -0.205 1.273 1.300
C42 -5.162 -3.098 -5.103
C43 -2.365 1.030 -1.057
C44 -0.488 -3.772 1.810
C45 3.680 -1.874 -4.896
C46 2.109 -0.043 -4.730
C47 5.346 -3.609 -4.987
C48 -1.516 4.483 0.429
C49 -1.448 -2.331 -5.073
C50 3.358 -0.499 -5.063
H1 -1.909 6.373 -0.504
H2 3.963 1.759 2.533
H3 3.072 -0.366 -0.725
H4 2.354 2.468 2.325
H5 -0.894 -2.320 4.409
H6 4.494 -3.164 3.807
H7 -0.854 -4.621 2.389
H8 -5.858 -2.852 -4.296
H9 -0.994 -0.856 5.384
H10 1.303 -2.675 5.050
H11 0.681 -3.009 -3.757
H12 -1.460 4.808 2.565
H13 3.053 1.408 1.069
H14 -0.267 0.560 -3.540
H15 -0.525 -2.792 -5.423
H16 4.130 0.167 -5.451
H17 -3.876 5.359 -3.286
H18 2.898 -3.857 -4.418
H19 -5.643 -2.820 -6.050
H20 1.499 -4.592 1.543
H21 1.351 1.772 5.213
H22 -2.870 6.667 -2.638
H23 1.856 1.018 -4.836
H24 2.115 -1.528 -1.689
H25 1.092 1.588 7.683
H26 -2.205 5.519 -3.807
H27 2.030 0.204 -2.048
H28 -1.488 -0.691 0.740
H29 5.130 -3.955 -3.967
H30 -1.441 0.485 -1.305
H31 -1.101 6.221 1.547
H32 4.405 -0.451 3.062
H33 -2.659 -3.988 -5.714
H34 6.420 -3.614 -5.165
H35 -3.055 0.854 -1.891
H36 -1.512 -0.834 3.677
H37 3.536 -3.380 5.284
H38 4.842 -4.258 -5.716
H39 -4.796 -0.538 -4.259
H40 2.333 -2.645 0.254
H41 -2.918 2.218 4.786
H42 -2.822 0.568 -0.172
H43 0.126 4.968 1.768
H44 -1.174 1.755 8.715
H45 -2.901 2.914 -2.859
H46 4.775 -2.115 5.202
H47 -5.014 -4.179 -5.105
H48 -3.191 2.056 7.269
H49 -2.629 0.620 -3.829
H50 -2.358 -2.678 1.931

These are the Löwdin partial charges, in e, on atoms 1 to 99:
1. O -0.004
2. O -0.056
3. N 0.208
4. N 0.151
5. N 0.057
6. C -0.065
7. C -0.104
8. C -0.030
9. C -0.067
10. C -0.175
11. C -0.062
12. C -0.147
13. C -0.017
14. C 0.007
15. C -0.003
16. C -0.176
17. C -0.374
18. C -0.032
19. C -0.088
20. C -0.161
21. C -0.040
22. C -0.048
23. C 0.005
24. C -0.011
25. C -0.231
26. C -0.054
27. C -0.182
28. C -0.068
29. C -0.184
30. C -0.023
31. C -0.233
32. C -0.019
33. C 0.009
34. C -0.004
35. C -0.177
36. C -0.010
37. C -0.193
38. C -0.205
39. C -0.252
40. C -0.102
41. C 0.008
42. C -0.029
43. C 0.116
44. C -0.260
45. C -0.045
46. C -0.057
47. C -0.034
48. C -0.032
49. C -0.105
50. C -0.225
51. C 0.001
52. C -0.044
53. C -0.177
54. C 0.014
55. C 0.030
56. H 0.123
57. H 0.090
58. H 0.097
59. H 0.089
60. H 0.085
61. H 0.087
62. H 0.102
63. H 0.091
64. H 0.091
65. H 0.129
66. H 0.130
67. H 0.071
68. H 0.081
69. H 0.140
70. H 0.112
71. H 0.134
72. H 0.085
73. H 0.117
74. H 0.103
75. H 0.104
76. H 0.123
77. H 0.078
78. H 0.136
79. H 0.067
80. H 0.113
81. H 0.088
82. H 0.065
83. H 0.081
84. H 0.100
85. H 0.070
86. H 0.082
87. H 0.129
88. H 0.128
89. H 0.099
90. H 0.060
91. H 0.078
92. H 0.078
93. H 0.102
94. H 0.131
95. H 0.107
96. H 0.118
97. H 0.091
98. H 0.096
99. H 0.109

***

Number 1: DFT total energy -205766.4024 eV. Number 2: DFT total energy -42240.5650 eV. Number 3: DFT total energy -61219.4147 eV.